(1)
The following is a quantum chemistry calculation of a structure of composition C32H74Cl4O15 in a non-equilibrium geometry, from the OMol25 dataset.

As for the gap between HOMO and LUMO: 8.2 eV. The calculation puts the relative energy (zero: lowest compared OMol25 entry of this formula, charge and spin) at 0.0000 eV. The largest force on an atom is 14.79 eV/A. Its total energy is -4232.64757 hartree. The value obtained for the HOMO energy is -7.9 eV.

CARTESIAN COORDINATES (ANGSTROEM)
C -17.89351 -22.79070 9.34974
C -17.34462 -21.46286 8.81320
C -16.67127 -20.82658 10.06192
O -16.83618 -21.76788 11.07759
C -16.96582 -23.09711 10.52785
H -17.91871 -23.59743 8.61183
H -18.91933 -22.77839 9.72082
H -18.22068 -20.93731 8.43363
H -16.57640 -21.58985 8.05219
H -17.09866 -19.84866 10.28752
H -15.58881 -20.69324 9.92003
H -17.40096 -23.64907 11.35646
H -15.99652 -23.49400 10.21206
C -19.48055 -19.11016 13.94315
C -19.07515 -17.65182 13.64593
C -19.78676 -17.29884 12.34651
O -19.84577 -18.54921 11.63008
C -19.57871 -19.64646 12.49877
H -20.44763 -19.26464 14.42419
H -18.75541 -19.62898 14.56864
H -17.99523 -17.59446 13.54712
H -19.39669 -17.00631 14.46598
H -19.24567 -16.55221 11.76839
H -20.80045 -16.96550 12.57633
H -18.57220 -20.03750 12.30446
H -20.33933 -20.39748 12.29798
C -16.71003 -17.67362 19.46910
C -16.65941 -18.20735 18.04604
C -18.14932 -18.12011 17.69781
O -18.61664 -16.90757 18.25535
C -17.84795 -16.66270 19.46325
H -15.68724 -17.33144 19.63624
H -17.01774 -18.50386 20.10551
H -16.18264 -19.17317 17.89606
H -16.19216 -17.51399 17.33918
H -18.71661 -18.96893 18.10542
H -18.30526 -18.15096 16.61586
H -18.55194 -16.89026 20.26909
H -17.57549 -15.60893 19.50364
C -23.91737 -14.64252 14.23911
C -22.65982 -15.35915 13.76002
C -22.86366 -16.74018 14.43592
O -24.24062 -16.78722 14.86319
C -24.97892 -15.71787 14.21023
H -24.15554 -13.78518 13.59962
H -23.76891 -14.28953 15.25918
H -21.82869 -14.79308 14.17594
H -22.66477 -15.49458 12.67946
H -22.24748 -16.87101 15.32255
H -22.82424 -17.52243 13.67487
H -25.88160 -15.47844 14.76278
H -25.18647 -16.08271 13.19932
C -17.30859 -22.68728 15.46356
C -15.81663 -22.58886 15.20357
C -15.55740 -23.42904 13.91571
O -16.80759 -24.17954 13.80042
C -17.53725 -24.09511 14.99679
H -17.90735 -22.02779 14.82971
H -17.61960 -22.47773 16.48745
H -15.27337 -22.96798 16.07248
H -15.47515 -21.56145 15.05763
H -14.67098 -24.05919 13.85811
H -15.51755 -22.72495 13.08196
H -17.23535 -24.89035 15.68775
H -18.60963 -24.18040 14.79555
C -15.15507 -16.74969 9.51191
C -16.32178 -16.82717 10.51867
O -17.46959 -16.21178 9.90347
O -14.51324 -15.47451 9.64518
H -15.43857 -16.78770 8.45735
H -14.40381 -17.52778 9.66376
H -16.15774 -16.36544 11.49402
H -16.67351 -17.83876 10.70516
H -17.37176 -15.25504 9.88071
H -15.03366 -14.83358 9.15534
C -24.73792 -19.23010 12.33122
C -23.51700 -18.73467 11.56698
O -23.76487 -18.46645 10.19289
O -25.01353 -20.58385 11.99545
H -25.63204 -18.59414 12.24296
H -24.63320 -19.13197 13.41768
H -22.78904 -19.54978 11.57745
H -23.07211 -17.80668 11.93486
H -23.63060 -17.53952 9.96474
H -25.18700 -20.56002 11.04377
C -20.89880 -21.20443 16.25806
C -20.79321 -21.94504 17.57599
O -19.45680 -21.89505 18.03269
O -22.17201 -21.32303 15.64486
H -20.13866 -21.43748 15.51411
H -20.79412 -20.12783 16.45098
H -21.00071 -23.00951 17.36947
H -21.56130 -21.63296 18.29167
H -19.42419 -22.15736 18.95617
H -22.79160 -20.67702 15.99017
C -21.45807 -20.55695 8.45189
C -20.42841 -20.17187 9.49524
O -20.38326 -18.74456 9.79981
O -22.75489 -20.89026 8.92048
H -21.00744 -21.29386 7.78917
H -21.62773 -19.67346 7.82102
H -19.46754 -20.22823 8.96314
H -20.37529 -20.85309 10.34520
H -20.26667 -18.74216 10.76594
H -23.08980 -20.10034 9.36602
C -21.32476 -15.44746 10.39077
C -21.09072 -14.04430 10.92568
O -22.10551 -13.08909 10.54935
O -22.67899 -15.90018 10.48916
H -20.74411 -16.14140 11.00503
H -20.95762 -15.58900 9.37316
H -20.14000 -13.62909 10.59464
H -21.15956 -13.99332 12.01843
H -22.84493 -13.21068 11.14854
H -23.07143 -15.68155 9.63504
C -14.18956 -17.94880 13.16398
Cl -15.26776 -17.23632 14.35706
Cl -14.99140 -19.38186 12.44404
H -14.03790 -17.27190 12.33010
H -13.24090 -18.21243 13.61516
C -23.33564 -23.19026 13.53397
Cl -22.22245 -22.61132 12.30349
Cl -24.06240 -24.76493 13.18146
H -22.94505 -23.24249 14.54159
H -24.14210 -22.46131 13.53282

Force components x, y, z for each atom (eV/Å):
0.5 -1.4 0.0
-0.2 -0.2 0.3
0.1 -0.4 -1.3
0.1 -0.1 1.5
-0.7 1.4 0.0
0.3 0.1 -0.1
0.0 0.7 0.0
0.9 0.3 -0.3
-0.3 -0.2 -0.3
-0.2 -0.2 0.5
-0.1 0.2 -0.4
0.1 -0.5 -0.2
0.1 0.0 0.1
-0.7 0.1 -0.9
-0.5 -0.2 0.8
0.5 -0.6 1.2
5.2 2.6 13.6
1.3 -0.8 1.2
-0.1 0.6 0.1
0.2 -0.1 -0.3
0.1 0.1 -0.1
0.2 0.2 -0.1
0.1 -0.3 -0.1
0.0 -0.1 -0.1
-0.3 -0.2 -0.7
0.1 0.0 0.4
0.8 -0.5 -0.6
-1.3 0.6 -0.9
0.0 -1.0 -0.5
0.7 0.2 -0.1
-0.9 -0.3 -0.2
-0.4 0.3 1.0
0.5 0.1 0.3
-0.2 -0.2 0.2
0.4 0.1 0.4
0.1 0.0 0.1
-0.2 0.4 0.0
0.3 0.3 0.3
0.1 -0.1 -0.1
-0.5 0.9 -1.0
-0.6 -0.4 1.1
-1.1 0.4 -0.5
-0.7 0.1 0.5
1.6 -0.8 0.4
0.0 0.0 0.1
-0.2 0.0 0.0
0.5 -0.3 -0.5
0.2 0.3 0.1
0.2 -0.4 -0.1
0.9 -0.2 0.5
0.0 -0.2 0.1
-0.3 0.4 -0.1
0.3 0.1 0.3
1.2 0.6 0.0
-1.9 0.9 0.6
0.9 -0.5 -1.0
-1.0 0.0 0.0
0.2 0.1 -0.2
0.2 -0.2 0.0
0.0 -0.2 -0.1
0.0 0.0 0.0
-0.1 -0.2 0.5
-0.1 -0.2 -0.2
0.0 0.2 0.2
0.1 -0.6 -0.3
0.3 0.6 0.6
-0.9 -0.1 -1.5
-0.3 0.2 0.3
0.3 0.0 0.3
-0.7 -0.7 0.3
0.0 0.1 0.3
0.6 0.1 -0.1
0.3 -0.2 -0.1
0.2 0.0 0.1
0.1 0.0 -0.1
-0.3 0.5 0.5
0.2 0.7 -0.4
-1.0 -0.8 -0.6
-0.2 0.5 -0.2
0.1 0.0 -0.9
0.8 -0.5 0.0
0.2 0.1 0.3
-0.1 -0.4 0.4
0.3 -0.3 0.6
0.0 -0.4 0.1
-0.5 2.0 0.4
-0.2 -1.9 -0.8
0.2 0.7 0.3
-0.2 -0.8 -0.3
0.0 -0.6 0.2
0.6 -0.1 0.2
-0.3 0.2 0.0
0.3 0.4 0.0
0.0 0.0 0.0
0.1 0.1 0.2
-0.5 1.4 -0.1
1.3 2.2 -1.9
-3.5 -2.8 -8.8
0.3 -0.9 0.3
-0.6 -0.7 0.2
0.6 0.1 -0.1
-0.5 -0.7 0.2
-0.4 0.1 0.2
-2.6 -0.3 -4.0
0.0 0.2 -0.1
0.7 -0.6 0.1
-1.3 0.9 0.6
0.3 -0.2 -0.7
-0.1 0.6 -0.5
-0.5 0.6 -0.8
-0.1 0.2 -0.1
0.1 -0.2 0.0
0.7 -0.6 -0.1
-0.1 -0.1 0.0
-0.2 0.3 0.2
-0.4 -0.4 -0.7
0.1 0.3 0.2
0.4 0.0 0.3
0.0 0.3 0.2
-0.1 -0.2 0.1
-1.0 0.5 0.3
0.4 -0.3 0.1
0.1 -0.2 -0.2
0.6 0.1 -0.3
0.0 -0.1 -0.1

***

(2)
The following is a quantum chemistry calculation of a cluster of 8 separate species, C32H75BN9O8P2 in total in a non-equilibrium geometry, from the OMol25 dataset.

As for the gap between HOMO and LUMO: 6.9 eV. The largest force on an atom is 2.70 eV/A. Its total energy is -3066.40185 hartree. As for the total charge: +1. The value obtained for the HOMO energy is -10.2 eV.

CARTESIAN COORDINATES (ANGSTROEM)
C 3.96460 -3.67911 2.42309
C 2.80872 -3.42568 2.62037
C 1.37698 -3.16199 2.80386
P 0.52215 -2.97725 1.15209
C 1.28347 -4.16496 -0.00760
C 0.83137 -4.04086 -1.50580
C 2.00404 -3.78847 -2.47732
C 2.54728 -2.33007 -2.44278
C 1.92145 -1.47608 -3.56718
C 1.89060 0.03836 -3.31104
C 3.29039 0.69005 -3.21558
C 3.95702 0.60429 -1.81605
P 0.70294 -0.86833 0.58287
N -0.18935 -0.65438 -0.67950
B -1.38236 -3.24902 1.37708
N -1.98796 -2.63548 2.55841
O -2.14900 -3.92980 0.49277
H 4.99216 -3.69884 2.13683
H 1.26813 -2.22686 3.36491
H 0.95455 -4.02044 3.33622
H 2.37618 -4.18144 0.05455
H 0.95538 -5.15600 0.34107
H 0.05894 -3.26456 -1.57856
H 0.38123 -4.98617 -1.82529
H 1.63392 -3.98244 -3.48651
H 2.82899 -4.47997 -2.27378
H 2.39496 -1.92603 -1.43316
H 3.63006 -2.39208 -2.60844
H 2.46946 -1.62240 -4.50655
H 0.90874 -1.86956 -3.73094
H 1.31731 0.32780 -2.42440
H 1.38296 0.48761 -4.17844
H 3.16236 1.75254 -3.45045
H 3.96134 0.25072 -3.96473
H 3.44691 -0.09120 -1.14396
H 3.96521 1.58595 -1.33333
H 4.98718 0.24662 -1.89656
H 0.14451 -0.13330 1.66751
H 2.06078 -0.49185 0.39370
H -0.95424 -0.01272 -0.46553
H -1.25137 -2.20082 3.11442
H -2.50485 -1.82557 2.19244
H -2.97872 -3.43822 0.39737
C 3.93581 -0.16766 3.05334
C 5.13649 0.32246 2.28254
O 5.26949 0.08453 1.09154
N 6.07106 1.03863 2.95296
C 6.08474 1.41668 4.35558
H 3.29091 -0.72113 2.37736
H 4.24862 -0.83472 3.85759
H 3.37349 0.67448 3.46163
H 6.84239 1.33074 2.37285
H 6.11681 2.50445 4.42976
H 6.98051 1.00785 4.82480
H 5.20837 1.04900 4.87893
C -3.43702 2.90248 0.94573
C -3.05570 1.57550 1.54117
O -2.25332 0.82160 0.98371
N -3.62203 1.22949 2.71578
C -4.57961 1.98681 3.50551
H -2.90329 3.03731 0.00924
H -4.50781 2.93305 0.74241
H -3.16258 3.71242 1.62311
H -3.32375 0.33217 3.06190
H -4.15026 2.17288 4.48938
H -5.48736 1.39280 3.62085
H -4.82503 2.93307 3.03841
C -2.57389 6.31177 6.52027
C -2.60954 4.87533 6.06584
O -2.40152 4.55697 4.90194
N -2.88377 3.92662 6.99902
C -3.15604 4.10812 8.41492
H -2.34483 6.94829 5.67070
H -3.54423 6.60633 6.92108
H -1.79926 6.45024 7.27531
H -2.89098 2.99014 6.62883
H -2.41460 3.55482 8.99330
H -4.14548 3.70800 8.64088
H -3.12125 5.15428 8.69808
C -2.27238 11.28662 4.33775
C -1.52168 10.83407 5.56617
O -2.00997 10.89309 6.68233
N -0.26098 10.34834 5.39813
C 0.48927 10.19800 4.16491
H -3.25296 11.64461 4.63700
H -1.74056 12.10179 3.84544
H -2.40306 10.45507 3.64354
H 0.17724 10.06753 6.26093
H 0.75257 9.14663 4.03383
H 1.40845 10.78229 4.23380
H -0.08202 10.53230 3.30555
C -4.11683 -1.26917 -5.65315
C -2.68562 -1.18987 -6.11588
O -2.37367 -1.23932 -7.29477
N -1.72055 -1.05981 -5.16021
C -1.88580 -0.98284 -3.72240
H -4.76565 -1.37077 -6.51785
H -4.25985 -2.13895 -5.01148
H -4.39095 -0.35710 -5.11826
H -0.78657 -1.01396 -5.53700
H -1.46530 -0.03904 -3.36901
H -1.33615 -1.80485 -3.25830
H -2.93076 -1.04184 -3.43389
C -4.20475 -5.57548 -4.47334
C -5.45672 -4.77354 -4.21400
O -5.55807 -3.60364 -4.55616
N -6.48555 -5.39319 -3.58189
C -6.55626 -6.76244 -3.10430
H -3.48068 -4.94548 -4.98299
H -3.76894 -5.91537 -3.53244
H -4.42730 -6.43207 -5.11033
H -7.28721 -4.79774 -3.44389
H -7.38934 -7.26751 -3.59513
H -6.73749 -6.75496 -2.02806
H -5.63980 -7.30563 -3.30827
C 5.19691 -5.76164 -6.16414
C 4.40390 -4.57664 -5.67293
O 3.31999 -4.70579 -5.12029
N 4.93189 -3.34048 -5.86316
C 6.19168 -2.98503 -6.49219
H 4.64679 -6.67101 -5.94082
H 5.34285 -5.70033 -7.24311
H 6.16343 -5.80759 -5.66049
H 4.34853 -2.59738 -5.51155
H 6.80643 -2.44009 -5.77387
H 5.99175 -2.33511 -7.34528
H 6.73178 -3.86242 -6.83094

Force components x, y, z for each atom (eV/Å):
-0.2 0.6 -0.3
-0.1 -0.1 -0.1
0.5 -0.4 -0.2
1.7 -1.3 0.4
-0.2 -0.5 -0.7
0.2 0.1 0.0
-0.2 0.8 0.3
0.2 -0.9 -0.6
-0.2 0.3 0.8
0.4 0.2 -0.5
-0.3 0.0 0.5
0.0 -0.1 -0.4
-1.4 1.8 -1.5
0.1 -0.3 0.1
-1.5 -0.1 0.9
1.4 0.9 -1.2
0.8 0.9 -0.4
0.0 -0.3 0.2
-0.3 -0.2 0.1
-0.3 0.3 0.1
-0.2 0.4 0.3
0.0 0.3 0.3
0.2 -0.1 -0.3
-0.1 0.1 0.4
0.3 -0.2 0.1
-0.3 -0.1 -0.1
0.0 0.2 -0.2
-0.1 0.2 0.2
-0.1 -0.3 0.2
0.1 0.3 0.0
-0.1 -0.3 -0.1
0.0 0.0 0.2
0.2 -0.2 -0.2
-0.2 0.1 0.0
0.1 0.1 -0.1
0.1 -0.2 0.0
-0.1 0.2 0.2
0.7 -0.5 0.4
0.0 -0.6 0.6
-0.1 -0.1 -0.1
-0.3 0.0 0.3
-0.5 -0.3 0.4
-0.4 -0.6 0.0
-0.1 0.1 0.2
0.2 0.1 -0.3
-0.2 -0.1 0.0
-0.3 -0.2 0.1
0.4 0.1 -0.3
0.1 0.0 -0.1
-0.1 0.1 0.1
0.0 0.0 0.1
0.0 0.0 0.0
-0.1 0.0 0.2
-0.1 0.0 0.2
0.0 0.0 -0.1
0.1 0.0 -0.1
0.1 0.0 -0.1
0.0 -0.3 0.2
0.1 0.2 -0.4
0.1 -0.5 0.2
0.0 -0.1 0.0
0.0 0.1 0.1
-0.1 0.0 0.0
-0.1 0.0 0.1
-0.1 0.2 0.0
-0.1 0.2 0.0
0.1 0.0 0.0
0.0 0.0 -0.1
0.0 0.0 -0.2
-0.1 -0.1 0.0
0.0 0.3 0.0
0.0 -0.5 -0.2
0.0 -0.1 0.0
0.1 0.1 0.1
-0.1 0.1 0.1
0.0 0.0 0.1
0.0 0.1 0.2
0.0 0.1 0.2
0.0 0.0 -0.1
0.0 0.0 0.0
0.0 0.0 0.3
-0.1 0.0 -0.1
-0.2 0.1 -0.3
0.2 -0.1 0.5
0.0 0.0 0.1
0.0 -0.1 -0.1
0.1 0.1 -0.1
0.0 0.0 0.0
0.0 0.0 -0.2
0.0 0.0 -0.2
0.0 0.0 0.1
0.2 0.1 0.0
0.0 0.1 -0.3
0.0 0.0 0.0
-0.3 -0.1 0.0
0.4 0.0 -0.3
0.1 0.0 0.0
-0.1 0.3 0.0
0.0 -0.1 0.1
0.0 0.0 0.0
-0.1 -0.1 0.3
-0.1 0.1 0.3
0.0 0.0 -0.1
0.0 0.1 0.0
-0.1 0.2 -0.1
-0.1 -0.3 0.2
0.3 -0.1 0.0
-0.4 0.3 0.0
-0.1 0.1 0.0
0.0 -0.1 -0.1
0.1 -0.1 0.1
0.0 0.0 0.0
0.1 -0.2 0.1
0.1 -0.2 0.0
0.0 0.1 0.0
0.0 0.0 0.0
-0.2 0.1 0.1
0.1 0.0 0.0
0.1 -0.3 0.0
-0.3 0.3 0.2
-0.1 0.1 0.0
0.1 0.0 0.0
0.1 0.0 -0.1
0.0 0.0 0.0
0.2 0.0 -0.1
0.2 0.0 -0.1
-0.1 0.0 0.0